The following is a quantum chemistry calculation of a single C20H21FN2O2 molecule at a distorted geometry, from OMol25.

```
46
C20H21FN2O2 (the ωB97M-V functional and the def2-TZVPD basis)
C -1.24486 2.67964 2.80114
C 0.11818 2.39201 3.38694
C 0.93619 3.33856 3.91944
C 2.12078 3.23747 4.61425
C 2.66112 2.10163 4.70927
C 1.74553 0.97035 4.34884
C 0.42821 1.25220 3.74363
C -0.09428 -0.01071 3.18552
O -1.08967 -0.40945 3.83010
N 0.20534 -0.57814 1.98984
C -0.49604 -1.86573 1.59441
C -1.22077 -1.06064 0.10489
C -0.59666 -0.10056 -0.41907
C -0.90311 0.08597 -2.06232
O -1.39945 0.99659 -2.43429
N -0.39666 -1.28365 -2.76297
C -0.71742 -1.47204 -3.98406
C -1.10898 -0.48031 -4.91794
C -1.42839 -0.91439 -6.10447
C -0.89110 -2.17209 -6.70634
C -0.43779 -2.99502 -5.75372
F 0.11529 -3.97069 -6.38007
C 0.11368 -2.76011 -4.51707
C 1.13978 -0.28382 -0.25829
C 1.29559 -0.16575 1.22770
H -1.56335 3.85970 3.05318
H -1.81408 1.99071 3.23956
H -1.05542 2.62995 1.58151
H 0.53564 4.56346 4.01951
H 2.49968 3.98829 5.27805
H 3.30880 1.73307 5.26657
H 2.10077 -0.23156 4.59927
H -1.10072 -2.08244 2.33466
H 0.15846 -2.55174 1.26907
H -1.46475 -2.18923 -0.42739
H -2.13964 -0.80160 0.46180
H -1.00663 0.77108 -0.00965
H 0.03247 -2.00689 -2.15192
H -1.63888 0.44085 -4.60312
H -1.87539 -0.09481 -6.87169
H -0.88586 -2.48279 -7.78940
H 0.29846 -3.42031 -3.93405
H 1.32706 -1.55643 -0.50332
H 1.76888 0.37809 -0.90260
H 1.43185 1.08129 1.40783
H 2.22814 -0.55001 1.52676
```

## Properties
Charge: 0
Gap between HOMO and LUMO: 7.9 eV
LUMO: 0.01006 Eh
SMILES string: Cc1ccccc1C(=O)N1CCC(C(=O)Nc2cccc(F)c2)CC1
Energy above the lowest of the compared OMol25 structures with the same formula, charge and spin: 17.477 eV

***

The following is a quantum chemistry calculation of a molecular structure, C20H21InN3O2S5 at a distorted geometry, from OMol25.

```
52
C20H21InN3O2S5 (the ωB97M-V functional and the def2-TZVPD basis)
In 1.65680 -0.37955 0.70033
S 4.46107 1.98471 3.38262
C 3.58641 0.95648 2.44210
S 4.14219 0.13681 0.99211
S 1.97429 0.52718 2.90507
O -2.07293 4.07244 -0.41521
C -2.75198 3.01219 0.09606
C -4.13826 3.23160 0.23555
C -4.94105 2.18702 0.67008
C -4.42814 0.96514 1.08747
C -3.06217 0.78798 1.02590
C -2.21324 1.74665 0.46391
C -0.75025 1.41902 0.32835
O -0.43192 0.19253 0.46166
N 0.04426 2.39929 -0.08082
N 1.37936 2.01062 -0.19147
C 2.18414 3.01801 -0.24273
S 3.90697 2.83416 -0.57088
C 4.12482 4.62582 -0.97917
C 3.30497 5.43600 -0.05036
S 1.65103 4.71299 0.00481
H -1.10252 3.85879 -0.40118
H -4.56280 4.19568 0.00172
H -6.01549 2.37939 0.74416
H -5.08608 0.15058 1.42989
H -2.66659 -0.18857 1.43143
H 3.83731 4.75605 -2.04792
H 5.19870 4.75238 -0.77925
H 3.21887 6.42904 -0.42993
H 3.69579 5.40660 0.96831
C -2.19247 -4.03442 0.12666
N -1.71557 -3.39175 -1.09897
C -2.83225 -2.64653 -1.65670
C -0.64456 -2.46992 -0.74592
C 0.66731 -3.12917 -0.61344
C 0.78966 -4.52991 -0.89559
C 1.99079 -5.14936 -0.69101
C 3.08567 -4.44650 -0.26590
C 2.98858 -3.10471 0.04625
C 1.77443 -2.41264 -0.11858
H -3.16426 -4.52054 -0.00075
H -2.36178 -3.24879 0.86666
H -1.51951 -4.74571 0.57544
H -3.66690 -3.33538 -1.73668
H -2.58136 -2.31483 -2.65158
H -3.11798 -1.82635 -0.99861
H -0.95706 -1.89121 0.12742
H -0.60963 -1.67028 -1.49159
H -0.07715 -4.99669 -1.29273
H 2.11872 -6.22460 -0.91916
H 4.04365 -4.95019 -0.19996
H 3.83812 -2.57758 0.45216
```

## Properties
Charge: -1
Gap between HOMO and LUMO: 7.0 eV
LUMO: 0.08671 Eh
Energy above the lowest of the compared OMol25 structures with the same formula, charge and spin: 0.005 eV

***

The following is a quantum chemistry calculation of a molecular structure, C20H21IrO3 at a distorted geometry, from OMol25.

```
45
C20H21IrO3 (the ωB97M-V functional and the def2-TZVPD basis)
C -2.71689 1.59672 1.99983
C -1.49949 2.28304 2.52787
C -0.64033 2.52082 1.31041
H -1.50475 2.94858 3.39351
C -1.31393 2.00213 0.20385
C -2.54783 1.42187 0.60362
H -3.26371 0.98814 -0.08397
H -3.63256 1.41611 2.56929
H 0.24413 3.15438 1.28829
H -0.98466 2.08696 -0.82158
C 0.03412 -1.80795 2.18050
C -0.64427 -1.54980 3.45003
C -2.06153 -1.29672 3.12353
H -0.26624 -1.74407 4.45476
C -2.19967 -1.55229 1.69418
C -0.94460 -1.86007 1.16210
H -0.75339 -2.15701 0.13437
H 1.08056 -2.05053 2.06368
H -2.86042 -1.25468 3.84472
H -3.14415 -1.58590 1.15436
Ir -0.94621 0.46704 3.06627
O -0.06097 -0.11233 -1.82126
C 1.27157 0.40847 -1.46971
C 0.68810 0.39344 -2.86681
H 1.27148 1.35674 -0.94433
H 2.04349 -0.32582 -1.19178
H 0.43299 1.38889 -3.24238
H 0.46172 0.53849 -5.53186
C 0.91202 -0.40275 -5.22182
C 1.13830 -0.60403 -3.84702
C 1.65049 -1.82952 -3.39193
H 1.76247 -2.01012 -2.32145
C 2.01387 -2.81796 -4.31041
H 2.40909 -3.76745 -3.93308
C 1.84975 -2.59246 -5.69022
H 2.20617 -3.34794 -6.40544
C 1.28281 -1.38354 -6.13944
H 1.12731 -1.22501 -7.20643
C 1.12760 2.21408 4.52496
O 1.64125 1.84681 3.16439
C 0.90752 0.93683 2.46422
O 1.37141 0.37477 1.48356
H 1.97138 2.07252 5.20705
H 0.26748 1.59392 4.85908
H 0.81853 3.26721 4.51252
```

## Properties
Charge: 0
Gap between HOMO and LUMO (spin up / spin down): 6.2 / 6.3 eV
LUMO (spin up / spin down): 0.01080 / -0.06605 Eh
2S+1: 5
<S²>: 6.04

***

The following is a quantum chemistry calculation of a molecular structure, C20H21N3O2SV at a distorted geometry, from OMol25.

```
48
C20H21N3O2SV (the ωB97M-V functional and the def2-TZVPD basis)
V 1.13062 0.11274 -0.10634
N 1.16557 1.54696 -1.74245
C 1.13797 2.60642 -0.76894
C 2.34130 3.16807 -0.34808
C 2.34246 4.19596 0.57988
C 1.13923 4.68041 1.07304
C -0.05423 4.10270 0.66903
C -0.08327 3.03994 -0.23323
C -1.40010 2.45311 -0.62758
C -2.18781 3.10268 -1.57162
C -3.41777 2.58098 -1.96159
C -3.88731 1.40293 -1.40506
C -3.13161 0.74649 -0.44166
C -1.90461 1.27208 -0.05769
H 1.98993 1.59490 -2.33305
H 0.33888 1.54293 -2.33293
H 3.27524 2.82417 -0.77925
H 3.27965 4.64144 0.88437
H 1.13099 5.51966 1.75592
H -0.99577 4.49357 1.03811
H -1.82853 4.02447 -2.01290
H -4.00535 3.10035 -2.70677
H -4.83815 0.99098 -1.71425
H -3.48663 -0.17686 -0.00127
C -3.20949 3.70812 4.22268
C -1.94073 2.99814 3.90105
C -0.76123 3.11810 4.59278
C 0.36118 2.39608 4.17531
N 0.30240 1.59204 3.09497
C -0.82810 1.49715 2.45793
S -0.92553 0.32961 1.11035
N -1.93540 2.16362 2.83023
C 1.65386 2.48433 4.90207
H -3.15149 4.16691 5.20558
H -4.05623 3.02033 4.20461
H -3.39459 4.49434 3.48680
H -0.71227 3.75832 5.46233
H -2.78673 2.03870 2.28939
H 1.52470 2.12236 5.92493
H 1.97531 3.52499 4.97498
H 2.41655 1.89275 4.40562
C 2.16189 -2.96473 0.22634
O 1.65706 -1.64359 0.21003
C 0.23752 -1.35174 -1.22113
O -0.07384 -2.28686 -1.77847
H 1.84292 -3.45831 1.14287
H 3.24930 -2.94399 0.18015
H 1.77375 -3.52269 -0.62970
```

## Properties
Charge: +2
Gap between HOMO and LUMO (spin up / spin down): 7.3 / 6.7 eV
LUMO (spin up / spin down): -0.25423 / -0.25436 Eh
2S+1: 2
<S²>: 0.87
Energy above the lowest of the compared OMol25 structures with the same formula, charge and spin: 0.808 eV

***

The following is a quantum chemistry calculation of a single C20H21N3O3 molecule at a distorted geometry, from OMol25.

```
47
C20H21N3O3 (the ωB97M-V functional and the def2-TZVPD basis)
N 0.98735 -2.02036 1.24161
C 0.67548 -1.13377 0.13707
C 1.59880 -1.24019 -1.08675
C 3.01720 -0.84661 -0.72330
C 4.01534 -1.80715 -0.57759
C 5.31064 -1.44351 -0.20104
C 5.61499 -0.10413 0.02410
C 4.62733 0.85891 -0.11677
C 3.33846 0.49127 -0.49199
C -0.79960 -1.26598 -0.27762
O -1.16488 -0.92179 -1.41320
N -1.59842 -1.72854 0.70046
C -3.05975 -1.63754 0.83598
C -3.52145 -0.23842 1.29664
C -3.10283 0.85918 0.37845
C -3.67643 1.21467 -0.80446
N -2.93477 2.17890 -1.43284
C -1.83186 2.47361 -0.67641
C -0.78047 3.36162 -0.88761
C 0.20636 3.44528 0.08479
C 0.14945 2.65655 1.24853
C -0.90379 1.77545 1.46637
C -1.91481 1.66434 0.50692
C -3.94681 -2.10785 -0.33730
O -5.03173 -2.56295 -0.06851
O -3.54530 -1.93494 -1.58717
H 1.16862 -2.96075 0.88289
H 1.81500 -1.70971 1.70923
H 0.73668 -0.08164 0.50936
H 1.21601 -0.57151 -1.87463
H 1.57151 -2.23731 -1.47014
H 3.79341 -2.85090 -0.77662
H 6.08495 -2.19201 -0.07805
H 6.62714 0.17797 0.30381
H 4.88144 1.91202 0.06195
H 2.56579 1.25625 -0.60750
H -1.08458 -1.99415 1.53465
H -3.30266 -2.36289 1.62158
H -4.62035 -0.27434 1.40887
H -3.12112 -0.04417 2.29051
H -4.57809 0.81868 -1.28937
H -3.11849 2.59861 -2.31329
H -0.74815 3.97750 -1.78790
H 1.01439 4.15089 -0.08104
H 0.93801 2.75566 1.97215
H -0.93260 1.14349 2.36377
H -2.63540 -1.49772 -1.61859
```

## Properties
Charge: 0
Gap between HOMO and LUMO: 8.7 eV
LUMO: 0.02254 Eh
SMILES string: N[C@@H](Cc1ccccc1)C(=O)N[C@@H](Cc1c[nH]c2ccccc12)C(=O)O
Energy above the lowest of the compared OMol25 structures with the same formula, charge and spin: 1.037 eV

***

The following is a quantum chemistry calculation of a single C20H21N3O3S molecule at a distorted geometry, from OMol25.

```
48
C20H21N3O3S (the ωB97M-V functional and the def2-TZVPD basis)
C -4.08109 -3.06642 -1.86938
N -3.67182 -2.58013 -0.57218
C -2.46121 -2.87161 -0.05693
O -1.65139 -3.57604 -0.61646
C -2.16069 -2.26240 1.32017
C -2.97423 -1.04836 1.72152
C -2.96877 -0.01980 0.60776
O -3.99167 0.55229 0.28466
N -1.78341 0.21406 -0.03071
C -1.78368 1.25648 -1.06590
C -1.18138 2.53289 -0.54184
C 0.02639 3.00999 -1.03006
C 0.57540 4.17256 -0.51849
C -0.07566 4.86626 0.48722
C -1.28224 4.39616 0.97750
C -1.83290 3.23548 0.46469
C -0.54069 -0.35257 0.21939
N 0.44486 0.11394 -0.41164
C 1.76379 -0.26238 -0.30052
C 2.39041 -0.52058 0.91546
C 3.73712 -0.83204 0.96628
C 4.48365 -0.89995 -0.20409
O 5.80975 -1.20662 -0.27082
C 6.48722 -1.51945 0.92107
C 3.86046 -0.62561 -1.42478
C 2.52681 -0.29923 -1.47180
S -0.41331 -1.73440 1.34913
H -4.28471 -2.23109 -2.54116
H -4.97720 -3.68236 -1.78001
H -3.26637 -3.66710 -2.27003
H -4.31740 -1.97172 -0.09699
H -2.22378 -3.05979 2.06591
H -4.01278 -1.29336 1.95754
H -2.53188 -0.59992 2.61649
H -2.82904 1.41364 -1.34204
H -1.21586 0.88445 -1.91905
H 0.54084 2.46465 -1.80568
H 1.51691 4.53560 -0.90346
H 0.35515 5.77202 0.88808
H -1.79665 4.93564 1.75935
H -2.77862 2.87308 0.84128
H 1.82807 -0.44426 1.83416
H 4.18931 -1.01942 1.92747
H 7.51023 -1.74947 0.62712
H 6.49323 -0.67251 1.61529
H 6.04844 -2.39183 1.41610
H 4.45424 -0.67438 -2.32386
H 2.04621 -0.09436 -2.41576
```

## Properties
Charge: 0
Gap between HOMO and LUMO: 8.2 eV
LUMO: 0.01757 Eh
SMILES string: CNC(=O)[C@@H]1CC(=O)N(Cc2ccccc2)/C(=N/c2ccc(OC)cc2)S1
Energy above the lowest of the compared OMol25 structures with the same formula, charge and spin: 1.938 eV

***

The following is a quantum chemistry calculation of a single C20H21N3O3S2 molecule at a distorted geometry, from OMol25.

```
49
C20H21N3O3S2 (the ωB97M-V functional and the def2-TZVPD basis)
C 3.28383 1.67785 -1.77443
C 3.12964 2.20435 -0.36757
S 1.49610 1.79565 0.33930
O 0.48444 2.07105 -0.64946
O 1.41359 2.45951 1.60326
N 1.38287 0.17211 0.63666
C 2.25490 -0.35970 1.66591
C 3.54131 -0.80915 1.03915
C 4.79618 -0.46713 1.51674
C 5.93003 -0.87803 0.83564
C 5.80883 -1.61511 -0.33068
C 4.55621 -1.95052 -0.81639
C 3.41602 -1.55559 -0.13285
C 2.03117 -1.90318 -0.58260
C 1.07496 -0.70518 -0.47933
C -0.37725 -1.17960 -0.29209
O -0.69140 -2.33338 -0.09842
N -1.26182 -0.15470 -0.34469
C -2.60671 -0.32523 -0.14722
N -3.44749 0.63987 -0.18118
C -4.72235 0.19879 0.04409
C -5.86076 1.00881 0.07468
C -5.74861 2.48186 -0.16108
C -7.07574 0.39273 0.32026
C -7.17557 -0.97925 0.52911
C -6.05587 -1.78790 0.50043
C -4.83080 -1.19200 0.25804
S -3.25386 -1.93459 0.16387
H 4.15779 2.11869 -2.25011
H 2.40347 1.94043 -2.35704
H 3.40891 0.59749 -1.77417
H 3.14854 3.29041 -0.33401
H 3.86984 1.80540 0.31953
H 2.39808 0.43672 2.39639
H 1.74132 -1.19744 2.15219
H 4.88273 0.11304 2.42421
H 6.90791 -0.61923 1.21240
H 6.69305 -1.92986 -0.86395
H 4.46310 -2.52675 -1.72546
H 1.63042 -2.69650 0.05802
H 2.03132 -2.28053 -1.60556
H 1.10414 -0.10082 -1.39068
H -0.91952 0.79846 -0.48380
H -4.70373 2.77670 -0.15246
H -6.17736 2.73975 -1.12928
H -6.29055 3.03428 0.60436
H -7.97072 0.99744 0.35064
H -8.14396 -1.41824 0.71746
H -6.12664 -2.85178 0.66219
```

## Properties
Charge: 0
Gap between HOMO and LUMO: 8.6 eV
LUMO: 0.01989 Eh
SMILES string: CCS(=O)(=O)N1Cc2ccccc2C[C@H]1C(=O)Nc1nc2c(C)cccc2s1
Energy above the lowest of the compared OMol25 structures with the same formula, charge and spin: 0.000 eV

***

The following is a quantum chemistry calculation of a single C20H21N3O4S molecule at a distorted geometry, from OMol25.

```
49
C20H21N3O4S (the ωB97M-V functional and the def2-TZVPD basis)
C 2.91834 2.45841 -2.34350
N 2.92862 1.19264 -1.66424
C 1.85410 0.59525 -1.03829
C 0.54277 1.21211 -0.99366
O 0.23376 2.27802 -1.47432
O -0.33247 0.43199 -0.31150
C -1.66592 0.92262 -0.22726
C -2.42992 0.12526 0.84663
O -3.38675 0.59602 1.42298
N -1.96982 -1.12358 0.99887
C -2.41215 -2.02289 2.03445
C -1.36716 -2.09631 3.16550
C -1.33524 -0.82669 4.03098
C 0.15757 -0.61217 4.26960
C 0.73968 -1.14058 2.96215
O -0.06369 -2.25367 2.60969
C -2.42288 0.76827 -1.52109
C -3.53722 1.55629 -1.78379
C -4.22662 1.36096 -2.96740
C -3.77143 0.38534 -3.84264
N -2.71530 -0.37009 -3.59838
C -2.06292 -0.18633 -2.46569
C 2.24509 -0.62888 -0.49778
C 3.59469 -0.76515 -0.80659
S 4.91242 -1.86434 -0.58966
C 5.95611 -0.78584 -1.46267
C 5.35788 0.35035 -1.90246
C 3.99471 0.37365 -1.52907
H 3.90682 2.64236 -2.75906
H 2.17848 2.45456 -3.14506
H 2.65699 3.26154 -1.65264
H -1.65363 1.98089 0.06328
H -1.10170 -1.37144 0.54655
H -3.36270 -1.65502 2.42423
H -2.55041 -3.01497 1.59704
H -1.57452 -2.98636 3.77483
H -1.90026 -0.95190 4.95136
H -1.75604 0.01174 3.47548
H 0.41762 0.42750 4.45139
H 0.50225 -1.22088 5.10626
H 1.77060 -1.48955 3.04515
H 0.68535 -0.36823 2.18052
H -3.85451 2.29897 -1.06712
H -5.09554 1.95388 -3.20651
H -4.27222 0.19563 -4.78276
H -1.20483 -0.82873 -2.31091
H 1.62413 -1.31333 0.04256
H 6.98007 -1.07367 -1.59802
H 5.86785 1.11635 -2.45743
```

## Properties
Charge: 0
Gap between HOMO and LUMO: 8.7 eV
LUMO: 0.01455 Eh
SMILES string: Cn1c(C(=O)O[C@H](C(=O)NC[C@@H]2CCCO2)c2cccnc2)cc2sccc21
Energy above the lowest of the compared OMol25 structures with the same formula, charge and spin: 1.847 eV

***

Look up the charge of the first one. 0

***

Which formula does entry 1 have? C20H21FN2O2

***

Number 4 is which compound? C20H21N3O2SV

***

Which formula does entry 6 have? C20H21N3O3S